--- one ---
Computed, not measured: the molecule C2H3IN2O, with the ωB97M-V functional and the def2-TZVPD basis.

Summary:
- Charge: 0
- SMILES: [H]/N=C(\I)C(N)=O
- HOMO-LUMO gap: 9.93 eV

Each atom is followed by the atoms it is bonded to, with distances in Å.
Atoms and positions in Å:
1 H -0.37 -2.15 1.62  N2 1.046
2 N -0.08 -1.31 1.06  H1 1.046, C3 1.237
3 C -0.03 -0.31 1.79  N2 1.237, I4 2.019, C5 1.730
4 I 0.15 -0.10 3.79  C3 2.019
5 C 0.24 1.22 1.02  C3 1.730, N6 1.376, O7 1.182
6 N 0.19 1.18 -0.36  C5 1.376, H8 1.020, H9 0.983
7 O 0.31 2.20 1.67  C5 1.182
8 H 0.04 0.24 -0.73  N6 1.020
9 H -0.25 1.97 -0.74  N6 0.983

Listed below, in e, are the Löwdin charges computed for each atom: 0.07 0.05 -0.86 0.95 -0.55 0.15 0.02 0.09 0.09


--- two ---
Computed, not measured: the molecule C2H3IN2O, with the ωB97M-V functional and the def2-TZVPD basis.

Summary:
- Charge: 0
- SMILES: I[C@@H]1N=NCO1
- HOMO-LUMO gap: 9.48 eV

Each atom is followed by the atoms it is bonded to, with distances in Å.
Atoms and positions in Å:
1 I 3.29 -0.04 0.05  C2 2.256
2 C 1.22 0.14 -0.81  I1 2.256, N3 1.464, O6 1.319, H7 1.146
3 N 0.90 1.49 -0.35  C2 1.464, N4 1.205
4 N -0.09 1.47 0.34  N3 1.205, C5 1.498
5 C -0.57 0.06 0.48  N4 1.498, O6 1.386, H8 1.102, H9 1.096
6 O 0.29 -0.66 -0.32  C2 1.319, C5 1.386
7 H 1.32 0.38 -1.93  C2 1.146
8 H -0.65 -0.38 1.49  C5 1.102
9 H -1.57 0.29 0.08  C5 1.096

Listed below, in e, are the Löwdin charges computed for each atom: 0.68 -0.76 -0.07 0.04 -0.18 -0.10 0.13 0.14 0.12


The structure with the least stability is two.


--- one ---
Computed, not measured: the molecule C4H8NOP, with the ωB97M-V functional and the def2-TZVPD basis.

Summary:
- Charge: 0
- SMILES: C[C@@]1(P)C[C@@H]1N=O
- HOMO-LUMO gap (spin up / spin down): 8.56 / 8.56 eV

Each atom is followed by the atoms it is bonded to, with distances in Å.
Atoms and positions in Å:
1 C 1.65 -0.50 0.78  C2 1.510, H8 1.111, H9 1.079, H10 1.074
2 C 0.47 0.11 0.06  C1 1.510, P3 1.881, C4 1.469, C5 1.589
3 P 0.37 1.99 0.08  C2 1.881, H11 1.432, H12 1.440
4 C -0.19 -0.59 -1.05  C2 1.469, C5 1.581, H13 1.023, H14 1.076
5 C -1.01 -0.42 0.29  C2 1.589, C4 1.581, N6 1.404, H15 1.091
6 N -2.18 0.36 0.19  C5 1.404, O7 1.254
7 O -3.32 0.02 0.57  N6 1.254
8 H 1.26 -1.47 1.15  C1 1.111
9 H 2.03 -0.14 1.72  C1 1.079
10 H 2.51 -0.54 0.13  C1 1.074
11 H -0.94 1.76 -0.44  P3 1.432
12 H 0.95 2.27 -1.20  P3 1.440
13 H -0.08 -1.56 -1.33  C4 1.023
14 H -0.52 -0.01 -1.90  C4 1.076
15 H -1.00 -1.27 0.98  C5 1.091

Listed below, in e, are the Löwdin charges computed for each atom: -0.10 -0.69 0.86 -0.06 -0.26 -0.09 -0.01 0.09 0.07 0.08 -0.10 -0.11 0.08 0.10 0.13


--- two ---
Computed, not measured: the molecule C4H8NOP, with the ωB97M-V functional and the def2-TZVPD basis.

Summary:
- Charge: 0
- SMILES: C[C@@]1(P)CC=NO1
- HOMO-LUMO gap: 9.96 eV

Each atom is followed by the atoms it is bonded to, with distances in Å.
Atoms and positions in Å:
1 C -0.71 -1.17 -0.99  C2 1.585, H8 1.030, H9 1.051, H10 1.101
2 C -0.14 0.11 -0.23  C1 1.585, P3 1.925, C4 1.510, O7 1.459
3 P -1.55 1.28 0.36  C2 1.925, H11 1.323, H12 1.319
4 C 0.65 -0.23 1.01  C2 1.510, C5 1.485, H13 1.062, H14 1.162
5 C 1.88 0.55 0.74  C4 1.485, N6 1.251, H15 1.093
6 N 1.97 1.10 -0.38  C5 1.251, O7 1.393
7 O 0.77 0.88 -1.06  C2 1.459, N6 1.393
8 H -1.54 -1.05 -1.58  C1 1.030
9 H -0.90 -1.73 -0.12  C1 1.051
10 H 0.18 -1.56 -1.51  C1 1.101
11 H -2.51 0.38 0.29  P3 1.323
12 H -1.78 1.80 -0.83  P3 1.319
13 H 0.87 -1.27 0.94  C4 1.062
14 H 0.10 0.20 1.94  C4 1.162
15 H 2.73 0.71 1.41  C5 1.093

Listed below, in e, are the Löwdin charges computed for each atom: -0.03 -0.69 0.92 -0.18 -0.17 0.07 -0.16 0.04 0.05 0.10 -0.14 -0.14 0.10 0.12 0.12


The structure with the least stability is one.


--- one ---
Computed, not measured: a 3-piece molecular cluster, C2H9NS overall, with the ωB97M-V functional and the def2-TZVPD basis.

Summary:
- Charge: 0
- SMILES: [H][H].C1CS1.N
- HOMO-LUMO gap: 9.65 eV

Each atom is followed by the atoms it is bonded to, with distances in Å.
Atoms and positions in Å:
1 H -0.46 3.22 -3.77  H2 0.721
2 H 0.08 2.76 -3.69  H1 0.721
3 C 0.58 0.19 0.87  C4 1.533, S5 1.806, H6 1.085, H7 1.067
4 C 0.74 1.36 -0.09  C3 1.533, S5 1.920, H8 1.082, H9 1.075
5 S 0.43 -0.38 -0.84  C3 1.806, C4 1.920
6 H 1.47 -0.31 1.25  C3 1.085
7 H -0.26 0.09 1.53  C3 1.067
8 H 1.61 1.89 0.29  C4 1.082
9 H -0.14 1.85 -0.46  C4 1.075
10 N -0.77 -2.62 1.43  H11 1.013, H12 1.017, H13 1.018
11 H -1.06 -3.59 1.33  N10 1.013
12 H -0.56 -2.29 0.49  N10 1.017
13 H -1.65 -2.16 1.66  N10 1.018

Listed below, in e, are the Löwdin charges computed for each atom: 0.01 0.01 -0.53 -0.36 0.70 0.06 0.05 0.07 0.03 0.01 0.01 -0.06 0.01


--- two ---
Computed, not measured: a 3-piece molecular cluster, C2H9NS overall, with the ωB97M-V functional and the def2-TZVPD basis.

Summary:
- Charge: 0
- SMILES: [H][H].C1CS1.N
- HOMO-LUMO gap: 9.79 eV

Each atom is followed by the atoms it is bonded to, with distances in Å.
Atoms and positions in Å:
1 H -3.75 1.94 -0.08  H2 0.734
2 H -4.09 1.30 -0.01  H1 0.734
3 C 0.48 1.46 0.34  C4 1.486, S5 1.801, H6 1.080, H7 1.079
4 C -0.50 0.34 0.23  C3 1.486, S5 1.821, H8 1.082, H9 1.084
5 S 0.64 0.23 1.65  C3 1.801, C4 1.821
6 H 1.30 1.45 -0.36  C3 1.080
7 H 0.13 2.45 0.57  C3 1.079
8 H -0.47 -0.35 -0.59  C4 1.082
9 H -1.53 0.54 0.49  C4 1.084
10 N 1.78 -2.18 -0.69  H11 1.012, H12 1.021, H13 1.009
11 H 2.34 -1.63 -0.05  N10 1.012
12 H 2.39 -2.69 -1.33  N10 1.021
13 H 1.26 -2.86 -0.16  N10 1.009

Listed below, in e, are the Löwdin charges computed for each atom: 0.01 0.01 -0.50 -0.49 0.74 0.06 0.06 0.06 0.03 0.01 -0.02 0.01 0.00


The structure with the least stability is one.


--- one ---
Computed, not measured: a 2-piece molecular cluster, C2H9NS overall, with the ωB97M-V functional and the def2-TZVPD basis.

Summary:
- Charge: 0
- HOMO-LUMO gap: 4.60 eV

Each atom is followed by the atoms it is bonded to, with distances in Å.
Atoms and positions in Å:
1 S -1.77 2.21 0.66  H2 1.355
2 H -2.29 2.68 -0.50  S1 1.355
3 C 0.13 -2.34 -0.24  C4 1.521, H6 1.098, H7 1.087, H8 1.090
4 C 1.45 -1.80 -0.76  C3 1.521, N5 1.559, H9 1.100, H10 1.093
5 N 1.82 -0.39 -0.23  C4 1.559, H11 1.018, H12 1.025, H13 1.017
6 H 0.32 -3.41 -0.32  C3 1.098
7 H -0.01 -2.16 0.83  C3 1.087
8 H -0.75 -1.95 -0.75  C3 1.090
9 H 2.32 -2.39 -0.43  C4 1.100
10 H 1.67 -1.78 -1.83  C4 1.093
11 H 2.76 -0.40 0.15  N5 1.018
12 H 1.22 -0.18 0.57  N5 1.025
13 H 1.75 0.28 -1.00  N5 1.017

Listed below, in e, are the Löwdin charges computed for each atom: -0.42 -0.48 -0.06 -0.18 0.19 0.09 0.08 0.09 0.12 0.12 0.15 0.14 0.16


--- two ---
Computed, not measured: a 2-piece molecular cluster, C2H9NS overall, with the ωB97M-V functional and the def2-TZVPD basis.

Summary:
- Charge: 0
- SMILES: CCN.S
- HOMO-LUMO gap: 10.28 eV

Each atom is followed by the atoms it is bonded to, with distances in Å.
Atoms and positions in Å:
1 C 1.30 -1.13 0.72  C2 1.500, H4 1.064, H5 1.043, H6 1.173
2 C 0.87 -0.48 -0.57  C1 1.500, N3 1.478, H7 1.151, H8 1.179
3 N 0.84 0.99 -0.71  C2 1.478, H9 1.080, H10 0.968
4 H 1.14 -2.18 0.73  C1 1.064
5 H 0.75 -0.80 1.54  C1 1.043
6 H 2.43 -0.86 0.93  C1 1.173
7 H -0.07 -0.88 -1.09  C2 1.151
8 H 1.67 -0.71 -1.41  C2 1.179
9 H 0.00 1.18 -0.05  N3 1.080
10 H 1.55 1.50 -0.29  N3 0.968
11 S -3.05 0.82 0.25  H12 1.381, H13 1.367
12 H -3.06 2.05 -0.39  S11 1.381
13 H -4.38 0.50 0.33  S11 1.367

Listed below, in e, are the Löwdin charges computed for each atom: -0.13 -0.39 -0.03 0.05 0.03 0.11 0.12 0.12 0.06 0.02 0.42 -0.19 -0.21


The structure with the least stability is one.


--- one ---
Computed, not measured: the molecule C7H8, with the ωB97M-V functional and the def2-TZVPD basis.

Summary:
- Charge: 0
- HOMO-LUMO gap: 7.99 eV

Each atom is followed by the atoms it is bonded to, with distances in Å.
Atoms and positions in Å:
1 C -0.21 1.07 0.08  C2 1.441, C3 1.494, C5 1.618, C6 1.471
2 C -1.49 1.37 -0.53  C1 1.441, C6 1.506
3 C 0.48 0.54 1.29  C1 1.494, C4 1.348, C5 1.518
4 C 0.17 -0.21 2.37  C3 1.348, H8 1.059, H9 1.107
5 C 1.25 1.60 0.52  C1 1.618, C3 1.518, H10 0.999, H11 1.043
6 C -0.55 0.38 -1.17  C1 1.471, C2 1.506, C7 1.447, H12 1.111
7 C -1.04 -0.96 -1.42  C6 1.447, H13 1.104, H14 1.190, H15 1.152
8 H 0.81 -0.41 3.19  C4 1.059
9 H -0.87 -0.60 2.29  C4 1.107
10 H 1.39 2.51 0.91  C5 0.999
11 H 1.99 1.46 -0.19  C5 1.043
12 H -0.07 0.84 -2.06  C6 1.111
13 H -1.89 -0.98 -2.13  C7 1.104
14 H -1.45 -1.46 -0.42  C7 1.190
15 H -0.08 -1.46 -1.81  C7 1.152

Listed below, in e, are the Löwdin charges computed for each atom: -0.36 0.23 -0.18 0.07 0.06 -0.42 -0.10 0.04 0.07 0.05 0.08 0.15 0.08 0.12 0.11


--- two ---
Computed, not measured: the molecule C7H8, with the ωB97M-V functional and the def2-TZVPD basis.

Summary:
- Charge: 0
- SMILES: C#CCC=C=CC
- HOMO-LUMO gap: 10.37 eV

Each atom is followed by the atoms it is bonded to, with distances in Å.
Atoms and positions in Å:
1 C 3.00 0.69 -0.58  C2 1.205, H8 1.069
2 C 1.87 1.03 -0.37  C1 1.205, C3 1.472
3 C 0.50 1.50 -0.12  C2 1.472, C4 1.514, H9 1.097, H10 1.094
4 C -0.23 0.70 0.94  C3 1.514, C5 1.313, H11 1.089
5 C -1.46 0.25 0.76  C4 1.313, C6 1.312
6 C -2.17 -0.74 0.28  C5 1.312, C7 1.595, H12 1.094
7 C -1.03 -1.72 -0.26  C6 1.595, H13 1.087, H14 1.094, H15 1.085
8 H 4.01 0.39 -0.78  C1 1.069
9 H -0.07 1.48 -1.06  C3 1.097
10 H 0.54 2.54 0.21  C3 1.094
11 H 0.32 0.41 1.83  C4 1.089
12 H -3.26 -0.81 0.27  C6 1.094
13 H -0.51 -1.11 -0.99  C7 1.087
14 H -1.10 -2.71 -0.73  C7 1.094
15 H -0.42 -1.89 0.62  C7 1.085

Listed below, in e, are the Löwdin charges computed for each atom: 0.11 -0.15 -0.21 -0.13 -0.09 -0.10 -0.08 0.02 0.12 0.12 0.12 0.09 0.06 0.06 0.06


The structure with the least stability is one.


--- one ---
Computed, not measured: the molecule C7H8, with the ωB97M-V functional and the def2-TZVPD basis.

Summary:
- Charge: 0
- SMILES: C#CC(C)(C)C#C
- HOMO-LUMO gap: 9.99 eV

Each atom is followed by the atoms it is bonded to, with distances in Å.
Atoms and positions in Å:
1 C -0.20 -1.33 -2.01  C2 1.205, H8 1.068
2 C -0.21 -0.44 -1.20  C1 1.205, C3 1.493
3 C -0.05 0.26 0.11  C2 1.493, C4 1.537, C5 1.536, C6 1.491
4 C 1.20 1.15 0.11  C3 1.537, H9 1.093, H10 1.095, H11 1.095
5 C -1.28 1.06 0.55  C3 1.536, H12 1.095, H13 1.093, H14 1.095
6 C 0.17 -0.97 0.91  C3 1.491, C7 1.205
7 C 0.33 -2.17 0.90  C6 1.205, H15 1.065
8 H -0.16 -2.20 -2.63  C1 1.068
9 H 2.07 0.59 -0.22  C4 1.093
10 H 1.39 1.52 1.13  C4 1.095
11 H 1.06 2.01 -0.55  C4 1.095
12 H -1.43 1.93 -0.10  C5 1.095
13 H -2.19 0.45 0.53  C5 1.093
14 H -1.14 1.43 1.57  C5 1.095
15 H 0.43 -3.21 0.74  C7 1.065

Listed below, in e, are the Löwdin charges computed for each atom: 0.12 -0.10 -0.57 -0.05 -0.05 -0.09 0.12 0.03 0.09 0.09 0.09 0.09 0.09 0.09 0.04


--- two ---
Computed, not measured: the molecule C7H8, with the ωB97M-V functional and the def2-TZVPD basis.

Summary:
- Charge: 0
- SMILES: C#CC[C@H](C)C#C
- HOMO-LUMO gap: 10.97 eV

Each atom is followed by the atoms it is bonded to, with distances in Å.
Atoms and positions in Å:
1 C 2.97 0.84 -0.23  C2 1.203, H8 1.069
2 C 1.78 0.94 -0.33  C1 1.203, C3 1.467
3 C 0.31 1.03 -0.38  C2 1.467, C4 1.547, H9 1.097, H10 1.096
4 C -0.33 -0.14 0.39  C3 1.547, C5 1.534, C6 1.469, H11 1.098
5 C -0.09 -1.48 -0.32  C4 1.534, H12 1.096, H13 1.094, H14 1.093
6 C -1.77 0.08 0.62  C4 1.469, C7 1.204
7 C -2.94 0.22 0.84  C6 1.204, H15 1.068
8 H 4.03 0.75 -0.14  C1 1.069
9 H -0.03 1.01 -1.42  C3 1.097
10 H -0.01 1.99 0.04  C3 1.096
11 H 0.15 -0.18 1.38  C4 1.098
12 H -0.42 -1.41 -1.37  C5 1.096
13 H 0.97 -1.72 -0.31  C5 1.094
14 H -0.65 -2.28 0.16  C5 1.093
15 H -3.98 0.33 1.06  C7 1.068

Listed below, in e, are the Löwdin charges computed for each atom: 0.11 -0.15 -0.19 -0.40 -0.07 -0.12 0.12 0.03 0.12 0.12 0.14 0.09 0.08 0.08 0.02


The structure with the least stability is one.